This record from the Open Molecules 2025 dataset describes C14H21N9NiO7P2S2 as an isolated structure. The level of theory is ωB97M-V/def2-TZVPD.

The geometry in ORCA input format:
```
! RIJCOSX wB97M-V def2-TZVPD def2/J DEFGRID3
* xyz 0 3
Ni 0.363 0.658 0.694
N 3.446 2.813 -0.230
C 2.560 2.055 -1.148
C 2.892 2.212 -2.603
P 2.765 0.336 -0.504
O 4.394 0.284 -0.823
O 2.057 -0.711 -1.266
O 2.626 0.421 0.991
P 0.886 2.730 -0.699
O 0.005 1.491 -1.299
O 0.680 4.016 -1.386
O 0.845 2.671 0.810
H 4.417 2.490 -0.317
H 3.070 2.521 0.702
H 3.344 3.827 -0.351
H 3.948 2.033 -2.807
H 2.597 3.198 -2.957
H 2.314 1.467 -3.146
H 4.623 -0.617 -1.041
H -0.937 1.720 -1.465
N 0.817 0.272 4.854
C 0.303 0.995 3.851
N 0.306 0.272 2.756
C 0.864 -0.927 3.136
N 1.180 -0.938 4.420
C 1.161 -1.980 2.205
C 2.128 -2.946 2.468
N 2.575 -3.808 1.582
C 2.056 -3.710 0.346
C 1.081 -2.817 0.011
N 0.599 -1.956 0.946
H 0.953 0.521 5.822
H -0.059 2.001 3.927
H 2.551 -2.983 3.462
H 2.448 -4.394 -0.392
H 0.641 -2.738 -0.969
C -5.241 -2.021 -0.327
C -4.363 -0.921 -0.813
C -3.906 -0.790 -2.096
C -3.034 0.291 -2.385
N -2.636 1.121 -1.457
C -3.015 0.966 -0.181
S -2.404 1.852 1.071
N -3.976 -0.001 0.095
C -2.489 0.519 -3.750
H -5.568 -2.654 -1.146
H -6.114 -1.613 0.182
H -4.687 -2.629 0.390
H -4.172 -1.498 -2.860
H -4.246 -0.091 1.067
H -2.943 -0.144 -4.479
H -1.413 0.353 -3.732
H -2.651 1.557 -4.037
O -1.464 -2.290 2.663
S -1.753 -1.321 1.589
N -0.427 -1.161 0.622
*
```

Results
E_HOMO (spin up / spin down) ... -6.41 / -5.97 eV
Frontier orbital gap (spin up / spin down) ... 6.03 / 5.37 eV